[1]
{
  "formula": "CH7N2",
  "method": "wB97M-V/def2-TZVPD",
  "relative_energy_kj_mol": 67.58,
  "total_charge": 1,
  "homo_energy_ev": -15.87,
  "elements": ["C", "N", "N", "H", "H", "H", "H", "H", "H", "H"],
  "positions_angstrom": [[-0.569, 0.522, -0.510], [-1.404, -0.169, 0.279], [1.273, -0.155, 0.028], [-0.160, 1.434, -0.157], [-0.644, 0.323, -1.491], [-1.694, -1.060, 0.039], [-1.471, -0.100, 1.291], [1.786, -0.906, -0.478], [1.920, 0.637, 0.092], [0.962, -0.526, 0.906]],
  "lowdin_charge": [0.041, 0.115, 0.109, 0.109, 0.086, 0.097, 0.138, 0.120, 0.107, 0.077]
}

***

[2]
{
  "formula": "C2H6BrNS",
  "method": "wB97M-V/def2-TZVPD",
  "relative_energy_kj_mol": 31.16,
  "total_charge": 0,
  "smiles": "CN(C)SBr",
  "homo_energy_ev": -9.04,
  "elements": ["C", "C", "N", "S", "Br", "H", "H", "H", "H", "H", "H"],
  "positions_angstrom": [[-0.514, -0.029, -1.218], [-0.524, 0.132, 1.262], [0.177, 0.126, 0.031], [1.661, 0.718, 0.016], [3.231, -1.116, 0.039], [-1.052, 0.952, -1.496], [0.215, -0.202, -2.143], [-1.304, -0.759, -1.319], [-0.961, -0.864, 1.381], [0.357, 0.128, 1.857], [-1.287, 0.915, 1.590]],
  "lowdin_charge": [-0.169, -0.164, -0.731, 0.537, 0.002, 0.101, 0.117, 0.067, 0.089, 0.034, 0.117]
}

***

Number 1: molar mass 47.081 g/mol, LUMO -3.95 eV. Number 2: molar mass 156.048 g/mol, LUMO -0.64 eV.